Record 1
# C5H7N

An isolated molecule of C5H7N (ωB97M-V/def2-TZVPD, the Open Molecules 2025 dataset).

Summary:
- Orbital gap: 0.366 hartree
- SMILES: C#C[C@]1(C)CN1
- Energy above the lowest of the compared OMol25 structures with the same formula, charge and spin: 3.865 eV

Each line ends with the natural charge from an NBO analysis.
Geometry (Å):
H -0.2381 -1.2257 1.5147  0.196
H 1.2238 -0.3272 -1.7336  0.217
H -0.2519 0.6065 -2.0697  0.221
C -1.1800 0.7064 0.3421  -0.033
C -2.2754 0.2137 0.4507  -0.218
C 0.6233 0.5301 -1.4149  -0.599
C 0.4895 -0.9336 0.7595  -0.226
H 1.2277 1.4357 -1.5184  0.222
N 1.2695 0.2722 1.0120  -0.572
H 0.9486 -1.7615 0.2283  0.193
C 0.1999 0.3333 0.0260  0.003
H 0.9835 0.6937 1.8899  0.361
H -3.0204 -0.5436 0.5134  0.235

***

Record 2
# C5H7N

An isolated molecule of C5H7N (ωB97M-V/def2-TZVPD, the Open Molecules 2025 dataset).

Summary:
- Orbital gap: 0.235 hartree
- Energy above the lowest of the compared OMol25 structures with the same formula, charge and spin: 5.657 eV

Each line ends with the natural charge from an NBO analysis.
Geometry (Å):
H 2.0132 0.4267 -0.0350  0.208
N -0.0807 0.7256 0.0951  -0.180
C -0.5185 1.9082 0.0256  0.010
H -1.3645 -2.2877 -0.2032  0.173
H 1.1055 0.1675 -1.5910  0.220
H -1.0661 -0.5268 1.6225  0.218
H -1.4470 2.1450 0.5377  0.207
C 0.5310 -1.2917 0.0269  -0.284
C -0.6015 -0.5349 0.6419  -0.146
C -0.8402 -1.4058 -0.5957  -0.616
H 0.0122 2.6445 -0.5693  0.201
C 1.1017 0.0405 -0.5053  -0.224
H 1.1548 -2.0111 0.5498  0.213

***

Record 3
# C5H7N

An isolated molecule of C5H7N (ωB97M-V/def2-TZVPD, the Open Molecules 2025 dataset).

Summary:
- Orbital gap: 0.320 hartree
- SMILES: C/C=C\C1=NC1
- Energy above the lowest of the compared OMol25 structures with the same formula, charge and spin: 4.929 eV

Each line ends with the natural charge from an NBO analysis.
Geometry (Å):
H -1.6467 -0.7764 0.2640  0.221
H -2.2868 -0.0682 1.8026  0.215
H -1.9948 0.9362 0.3609  0.237
C -1.6399 0.0731 0.9418  -0.669
C 1.4437 0.1551 -1.6826  -0.311
C 0.6029 -0.2665 0.4584  -0.275
N -0.0256 0.1671 -1.9338  -0.237
H 1.8209 1.0927 -1.5149  0.178
H 1.7059 -0.4716 0.7104  0.215
C -0.2548 0.0769 1.4518  -0.110
H -0.1288 0.0005 2.6006  0.233
H 1.9866 -0.4429 -2.5325  0.166
C 0.4173 -0.4761 -0.9268  0.138

***

Record 4
# C5H7N

A cluster of 2 separate species, C5H7N in total (ωB97M-V/def2-TZVPD, the Open Molecules 2025 dataset).

Summary:
- Orbital gap: 0.376 hartree
- SMILES: C=C=C.CC#N
- Energy above the lowest of the compared OMol25 structures with the same formula, charge and spin: 2.903 eV

Each line ends with the natural charge from an NBO analysis.
Geometry (Å):
C -1.9095 -0.9663 0.3946  -0.696
H -2.8555 -1.2299 0.7047  0.243
C 1.8774 0.3351 1.0814  -0.507
C -1.7949 0.3808 -0.3550  0.300
H -1.4008 -0.6932 1.4052  0.248
H 0.9166 1.3950 -1.7648  0.242
H 1.5015 -0.3815 -2.1192  0.220
N -1.6954 1.3624 -0.9493  -0.352
C 1.4359 0.2344 -0.1155  0.083
H 2.9021 0.6121 1.3205  0.228
C 1.2788 0.4306 -1.4056  -0.479
H 1.1388 0.3338 1.8814  0.211
H -1.3949 -1.8132 -0.0783  0.257

***

Record 5
# C5H7N

An isolated molecule of C5H7N (ωB97M-V/def2-TZVPD, the Open Molecules 2025 dataset).

Summary:
- Orbital gap (spin up / spin down): 0.332 / 0.332 hartree
- SMILES: CC[C@]12CC1=N2
- Energy above the lowest of the compared OMol25 structures with the same formula, charge and spin: 5.055 eV

Each line ends with the natural charge from an NBO analysis.
Geometry (Å):
C -0.2449 -0.7234 0.0600  -0.491
C 0.8123 -1.7062 -0.4569  -0.581
H 1.0413 -1.3304 -1.5864  0.209
H -1.0195 1.4711 1.6828  0.218
H 0.4136 -2.7297 -0.7482  0.232
C -0.9631 2.0836 -0.4659  0.145
C 0.0415 0.6846 -0.0468  0.274
H -0.4565 -1.1057 1.1517  0.218
H 1.6119 -1.5860 0.1649  0.206
H 0.3147 2.6628 1.1421  0.258
H -1.0826 -0.9617 -0.6194  0.244
C -0.3937 1.8516 0.9017  -0.511
N -0.0750 1.3895 -1.1797  -0.421

***

Record 6
# C5H7N

An isolated molecule of C5H7N (ωB97M-V/def2-TZVPD, the Open Molecules 2025 dataset).

Summary:
- Orbital gap: 0.374 hartree
- SMILES: C1=C[C@H]2N[C@H]2C1
- Energy above the lowest of the compared OMol25 structures with the same formula, charge and spin: 1.619 eV

Each line ends with the natural charge from an NBO analysis.
Geometry (Å):
C -0.5523 0.4283 1.0244  -0.464
H 0.9167 1.4201 -0.8352  0.345
H 1.5524 -0.1317 1.5477  0.208
C -0.5587 -0.6866 -1.0520  -0.218
C -1.3385 -0.0516 -0.1763  -0.182
H -0.9386 -0.0300 1.9460  0.221
C 0.8828 -0.6452 -0.6386  -0.125
H -0.5835 1.5140 1.1824  0.220
N 1.4934 0.6739 -0.4520  -0.574
H 1.5592 -1.4045 -1.0269  0.212
C 0.8870 0.0334 0.7016  -0.072
H -0.9071 -1.2001 -1.9446  0.217
H -2.4126 0.0775 -0.2747  0.212

***

Record 7
# C5H7N

An isolated molecule of C5H7N (ωB97M-V/def2-TZVPD, the Open Molecules 2025 dataset).

Summary:
- Orbital gap (spin up / spin down): 0.296 / 0.297 hartree
- Energy above the lowest of the compared OMol25 structures with the same formula, charge and spin: 6.376 eV

Each line ends with the natural charge from an NBO analysis.
Geometry (Å):
H 0.9749 2.1861 -0.2054  0.101
H -0.7248 1.3631 0.1574  0.182
C 1.3108 1.4231 0.5360  -0.017
C -0.9257 -0.7640 0.6538  -0.430
H -0.9789 -0.5686 1.7277  0.216
C 0.4216 -1.0516 0.0253  -0.061
H -1.9147 0.5918 -0.8927  0.218
N 0.1447 -0.1408 -1.1442  -0.383
H -1.6428 -1.5418 0.3819  0.219
H 2.2586 -0.0272 -0.5729  0.277
C -0.9998 0.4124 -0.3312  -0.228
H 0.8423 -2.0448 -0.1166  0.209
C 1.2337 0.1623 -0.2193  -0.302

***

Record 8
# C5H7N

An isolated molecule of C5H7N (ωB97M-V/def2-TZVPD, the Open Molecules 2025 dataset).

Summary:
- Orbital gap: 0.320 hartree
- Energy above the lowest of the compared OMol25 structures with the same formula, charge and spin: 4.470 eV

Each line ends with the natural charge from an NBO analysis.
Geometry (Å):
C 1.0803 -0.4381 -1.0085  0.170
H -0.0276 -2.1538 -0.3941  0.256
H -0.8935 -0.6519 1.8404  0.209
H -0.6094 1.8677 0.9592  0.210
H 0.7597 1.7117 -1.4292  0.248
C -0.4317 0.9902 0.3420  -0.103
C 0.4090 -1.2571 0.0658  -0.613
C -0.6018 -0.4043 0.8226  -0.099
H 1.6960 1.0627 -0.1003  0.286
H -1.6023 -0.1216 -0.9568  0.343
N -1.6274 0.2261 0.0008  -0.572
C 0.7252 0.9505 -0.6430  -0.602
H 1.2144 -1.6442 0.7105  0.267

***

Record 9
# C5H7N

An isolated molecule of C5H7N (ωB97M-V/def2-TZVPD, the Open Molecules 2025 dataset).

Summary:
- Orbital gap: 0.386 hartree
- SMILES: C#C[C@@H]1CN1C
- Energy above the lowest of the compared OMol25 structures with the same formula, charge and spin: 3.194 eV

Each line ends with the natural charge from an NBO analysis.
Geometry (Å):
C 0.9045 -0.9313 0.1236  -0.233
C 0.8112 1.3479 1.0665  -0.415
H -3.5043 -1.4616 -1.5853  0.235
H 0.0581 2.1376 1.1484  0.206
C -0.1601 -0.1715 -0.5951  -0.169
H 1.5309 1.6301 0.2778  0.165
N 0.1405 0.0880 0.8033  -0.371
H 0.7269 -1.9540 0.4458  0.212
H 0.2102 0.5653 -1.3107  0.214
H 1.9321 -0.7021 -0.1651  0.191
H 1.3470 1.2808 2.0183  0.205
C -2.5392 -1.1153 -1.2866  -0.221
C -1.4580 -0.7140 -0.9410  -0.018

***

Record 10
# C5H7N

An isolated molecule of C5H7N (ωB97M-V/def2-TZVPD, the Open Molecules 2025 dataset).

Summary:
- Orbital gap: 0.379 hartree
- SMILES: C#CCN1CC1
- Energy above the lowest of the compared OMol25 structures with the same formula, charge and spin: 3.451 eV

Each line ends with the natural charge from an NBO analysis.
Geometry (Å):
C 1.5450 0.6758 0.3192  -0.256
H 0.2862 0.1683 -1.4174  0.207
H 0.4213 1.9664 -1.1349  0.200
H -1.3292 -0.0908 1.8393  0.231
C -1.2880 -1.0181 -0.0680  -0.005
H -2.1845 -1.7048 -2.0398  0.241
H 1.9703 -0.3284 0.3187  0.186
C -0.6046 -0.3951 1.0718  -0.310
H 2.2051 1.4549 0.6942  0.200
H 0.0781 -1.1101 1.5549  0.216
N 0.1439 0.8204 0.6757  -0.394
C -1.7795 -1.4090 -1.0963  -0.257
C 0.5358 0.9705 -0.7176  -0.258

***

Record 11
# C5H7N

An isolated molecule of C5H7N (ωB97M-V/def2-TZVPD, the Open Molecules 2025 dataset).

Summary:
- Orbital gap: 0.331 hartree
- SMILES: Cc1ccc[nH]1
- Energy above the lowest of the compared OMol25 structures with the same formula, charge and spin: 0.212 eV

Each line ends with the natural charge from an NBO analysis.
Geometry (Å):
C -0.4349 0.1908 0.1899  0.117
N 0.8789 0.4974 0.4331  -0.510
H -1.4372 2.0579 0.6830  0.211
H 2.7471 -0.4846 0.2328  0.209
H 1.1732 -2.6036 -0.5072  0.221
C 1.6749 -0.5853 0.1835  -0.078
C -1.3665 1.3129 -0.1152  -0.636
H -2.3606 0.9422 -0.3694  0.228
H -0.9557 1.8054 -1.0035  0.216
C -0.4852 -1.1390 -0.1524  -0.294
C 0.8554 -1.6237 -0.1819  -0.307
H -1.3872 -1.6976 -0.3765  0.217
H 1.2053 1.3942 0.7537  0.406

***

Record 12
# C5H7N

An isolated molecule of C5H7N (ωB97M-V/def2-TZVPD, the Open Molecules 2025 dataset).

Summary:
- Orbital gap: 0.378 hartree
- SMILES: C#C[C@@H]1CN1C
- Energy above the lowest of the compared OMol25 structures with the same formula, charge and spin: 3.393 eV

Each line ends with the natural charge from an NBO analysis.
Geometry (Å):
H 0.1933 0.5241 2.1334  0.200
H -1.1765 -0.5398 1.5788  0.210
C -0.1226 -1.7399 -0.5415  -0.019
H -0.3285 2.6498 -0.2156  0.206
N -0.3564 0.5947 -0.0132  -0.381
H 1.5434 -0.4572 -0.0070  0.220
H 1.3074 1.9980 0.1177  0.167
C 0.4652 -0.5901 0.1200  -0.172
H 0.5315 1.7168 -1.4583  0.207
C -0.2730 -0.0006 1.2959  -0.229
C -0.7658 -2.6025 -1.0812  -0.227
H -1.3587 -3.3577 -1.5453  0.235
C 0.3408 1.8043 -0.3837  -0.416